(1)
This record from OMol25 describes 3 unconnected molecules or ions with the total composition C4H17N2O2. The level of theory is wB97M-V/def2-TZVPD.

Results
**Spin multiplicity**: 1
**Orbital gap**: 10.4 eV
**Charge**: +1
**ΔE to the lowest compared entry with this formula, charge and spin**: 144.4 kJ/mol
**Lowest unoccupied orbital energy**: -2.788 eV
**Highest occupied orbital energy**: -13.15 eV

Each line ends with the natural charge from an NBO analysis.
CARTESIAN COORDINATES (ANGSTROEM)
1 C 1.454 1.678 0.556  -0.242
2 N 1.095 2.195 1.887  -0.829
3 C 1.096 0.143 0.616  -0.265
4 N 0.536 -0.432 -0.685  -0.522
5 C 0.580 -1.942 -0.713  -0.231
6 C -0.349 -2.513 0.390  -0.639
7 H 0.808 2.172 -0.173  0.192
8 H 2.507 1.742 0.284  0.201
9 H 0.579 3.061 1.782  0.370
10 H 1.936 2.484 2.375  0.374
11 H 1.978 -0.425 0.930  0.218
12 H 0.208 0.128 1.290  0.281
13 H -0.420 -0.123 -0.891  0.483
14 H 1.179 -0.136 -1.420  0.422
15 H 1.548 -2.435 -0.777  0.236
16 H 0.025 -2.207 -1.614  0.223
17 H -1.256 -1.926 0.428  0.220
18 H -0.694 -3.539 0.156  0.245
19 H 0.355 -2.648 1.195  0.232
20 H -1.598 0.848 -3.323  0.490
21 H -2.630 0.468 -2.286  0.487
22 O -1.735 0.276 -2.562  -0.965
23 H -2.413 -0.249 1.274  0.494
24 H -2.204 1.203 0.819  0.492
25 O -1.785 0.351 0.875  -0.969

(2)
This record from OMol25 describes 4 unconnected molecules or ions with the total composition C4H17N2O2. The level of theory is wB97M-V/def2-TZVPD.

Results
**Spin multiplicity**: 2
**Orbital gap (alpha / beta)**: 4.6 / 4.4 eV
**Charge**: +2
**ΔE to the lowest compared entry with this formula, charge and spin**: 627.7 kJ/mol
**Lowest unoccupied orbital energy (alpha / beta)**: -11.477 / -11.712 eV
**Highest occupied orbital energy (alpha / beta)**: -16.09 / -16.09 eV

Each line ends with the Löwdin spin population.
CARTESIAN COORDINATES (ANGSTROEM)
1 C -0.253 -0.342 0.060  0.748
2 C -1.629 -0.387 0.921  0.075
3 C -2.727 -0.699 -0.103  0.028
4 C -3.159 0.639 -0.647  0.002
5 N -4.044 1.277 0.349  0.029
6 N 1.039 -0.755 1.062  0.049
7 H -1.929 -1.776 -1.646  -0.006
8 H 0.107 0.716 -0.118  0.037
9 H -1.764 0.490 1.498  0.012
10 H -1.553 -1.161 1.637  0.000
11 H -2.276 -1.207 -0.991  0.009
12 H -3.573 -1.289 0.185  0.002
13 H -3.517 0.674 -1.628  -0.001
14 H -2.328 1.276 -0.698  0.000
15 H -4.078 2.282 0.168  0.002
16 H -5.031 0.936 0.251  0.000
17 H 1.186 0.065 1.680  0.010
18 H 1.873 -0.783 0.548  0.003
19 H 0.875 -1.586 1.557  0.001
20 H 4.424 0.287 -0.701  0.000
21 H 3.939 -0.831 -1.730  0.000
22 O 3.902 -0.543 -0.773  0.000
23 H 7.216 0.196 -0.332  0.000
24 H 6.897 1.710 -0.340  0.000
25 O 6.402 0.809 -0.211  0.000

(3)
This record from OMol25 describes 3 unconnected molecules or ions with the total composition C4H17N3O2S. The level of theory is wB97M-V/def2-TZVPD.

Results
**Spin multiplicity**: 1
**Orbital gap**: 8.8 eV
**Lowest unoccupied orbital energy**: 0.490 eV
**Highest occupied orbital energy**: -8.27 eV

Each line ends with the natural charge from an NBO analysis.
CARTESIAN COORDINATES (ANGSTROEM)
1 N -1.235 -2.582 -0.972  -0.874
2 C -1.538 -1.219 -0.528  -0.054
3 N -0.735 -0.117 -1.079  -0.632
4 C 0.516 0.196 -0.378  -0.076
5 C 1.647 -0.823 -0.683  -0.225
6 N 1.572 -2.010 0.180  -0.863
7 C 0.994 1.558 -0.890  -0.523
8 S 1.480 2.668 0.479  -0.062
9 H -1.193 -2.835 -1.949  0.349
10 H -0.330 -2.799 -0.578  0.377
11 H -1.336 -1.378 0.530  0.193
12 H -2.562 -0.980 -0.839  0.161
13 H -0.547 -0.396 -2.037  0.347
14 H 0.413 0.191 0.694  0.195
15 H 2.602 -0.337 -0.442  0.171
16 H 1.589 -1.138 -1.728  0.191
17 H 2.308 -2.687 0.034  0.370
18 H 1.673 -1.702 1.142  0.347
19 H 1.824 1.623 -1.594  0.224
20 H 0.138 2.012 -1.404  0.252
21 H 0.254 3.033 0.855  0.122
22 O -0.892 -1.735 3.103  -0.937
23 H -1.157 -0.829 3.091  0.471
24 H -0.184 -1.885 2.473  0.471
25 O -2.624 1.645 -0.431  -0.919
26 H -2.884 1.867 0.471  0.459
27 H -3.253 0.952 -0.641  0.464

(4)
This record from OMol25 describes 2 unconnected molecules or ions with the total composition C4H17N6. The level of theory is wB97M-V/def2-TZVPD.

Results
**Spin multiplicity**: 1
**Orbital gap (alpha / beta)**: 8.3 / 8.3 eV
**Charge**: +1
**ΔE to the lowest compared entry with this formula, charge and spin**: 274.6 kJ/mol
**Lowest unoccupied orbital energy (alpha / beta)**: -2.817 / -2.817 eV
**Highest occupied orbital energy (alpha / beta)**: -11.14 / -11.14 eV

Each line ends with the natural charge from an NBO analysis.
CARTESIAN COORDINATES (ANGSTROEM)
1 C -1.789 -0.929 -2.051  -0.277
2 C -1.129 0.069 2.273  -0.420
3 C -0.132 0.066 -0.689  0.101
4 C 1.009 1.096 -0.672  0.376
5 N -0.861 -1.362 2.111  -0.837
6 N 0.461 -1.223 -0.360  -0.797
7 N 1.948 0.501 -1.626  -0.848
8 N 1.671 0.990 0.666  -0.895
9 N 0.570 2.406 -1.101  -0.880
10 N -1.017 0.066 -1.676  -0.411
11 H -2.521 -0.763 -2.793  0.228
12 H -1.424 -1.990 -1.640  0.177
13 H -1.690 0.370 3.110  0.205
14 H -0.161 0.548 2.122  0.211
15 H -1.853 0.382 1.369  0.183
16 H -1.535 -1.966 2.561  0.384
17 H -0.137 -1.545 0.480  0.481
18 H 1.429 -1.022 0.085  0.488
19 H 0.402 -1.934 -1.162  0.419
20 H 2.444 1.356 -1.897  0.374
21 H 1.396 0.150 -2.433  0.370
22 H -0.111 -1.490 2.656  0.358
23 H 2.646 0.853 0.445  0.383
24 H 1.271 3.094 -1.267  0.388
25 H -0.182 2.819 -0.600  0.388
26 H -1.119 0.968 -2.155  0.458
27 H 1.662 1.774 1.294  0.394

(5)
This record from OMol25 describes 4 unconnected molecules or ions with the total composition C4H17NO3. The level of theory is wB97M-V/def2-TZVPD.

Results
**Spin multiplicity**: 2
**Orbital gap (alpha / beta)**: 10.4 / 5.7 eV
**Charge**: +1
**ΔE to the lowest compared entry with this formula, charge and spin**: 33.7 kJ/mol
**Lowest unoccupied orbital energy (alpha / beta)**: -2.989 / -7.748 eV
**Highest occupied orbital energy (alpha / beta)**: -13.41 / -13.41 eV

Each line ends with the Löwdin spin population.
CARTESIAN COORDINATES (ANGSTROEM)
1 C -1.947 -1.722 -0.551  0.101
2 N -0.926 -0.758 -0.505  0.613
3 C 0.777 -0.908 -2.343  0.072
4 C 0.446 -1.023 -0.812  0.070
5 C 0.963 -2.363 -0.255  0.003
6 H -1.881 -2.467 -1.363  0.047
7 H -2.966 -1.348 -0.513  0.000
8 H -1.773 -2.413 0.291  0.032
9 H -1.163 0.153 -0.882  0.011
10 H 1.692 -0.308 -2.391  0.002
11 H -0.037 -0.493 -2.930  -0.001
12 H 1.099 -1.871 -2.749  0.007
13 H 1.089 -0.334 -0.264  0.020
14 H 1.691 -2.794 -0.931  0.000
15 H 0.191 -3.100 -0.174  0.000
16 H 1.508 -2.262 0.688  0.002
17 H 1.386 0.597 2.890  0.000
18 H 2.422 0.805 1.784  0.000
19 O 1.500 0.571 1.934  0.001
20 H -0.568 1.758 1.397  0.000
21 H -1.566 0.656 1.323  0.001
22 O -1.521 1.617 1.253  0.017
23 H 0.436 5.545 1.420  0.000
24 H -0.901 6.164 1.793  0.000
25 O 0.049 6.297 1.889  0.000

(6)
This record from OMol25 describes 4 unconnected molecules or ions with the total composition C4H17NO3. The level of theory is wB97M-V/def2-TZVPD.

Results
**Spin multiplicity**: 2
**Orbital gap (alpha / beta)**: 11.9 / 6.3 eV
**Charge**: +1
**ΔE to the lowest compared entry with this formula, charge and spin**: 186.0 kJ/mol
**Lowest unoccupied orbital energy (alpha / beta)**: -3.293 / -8.794 eV
**Highest occupied orbital energy (alpha / beta)**: -15.18 / -15.07 eV

Each line ends with the Löwdin spin population.
CARTESIAN COORDINATES (ANGSTROEM)
1 C -1.199 -0.391 0.794  0.055
2 N -0.586 0.597 -0.127  0.606
3 C 0.475 -0.019 -0.891  0.082
4 C 0.201 -0.477 -2.318  0.053
5 C -1.484 -1.814 0.198  0.046
6 H -0.763 -0.373 1.794  0.015
7 H -2.224 -0.150 1.097  0.000
8 H -1.380 0.928 -0.672  0.015
9 H 1.213 0.793 -1.001  0.043
10 H 1.127 -0.687 -0.343  0.002
11 H 0.525 0.097 -3.187  0.001
12 H 0.843 -1.330 -2.504  0.012
13 H -0.820 -0.816 -2.480  0.000
14 H -2.515 -1.886 -0.138  0.002
15 H -1.251 -2.560 0.951  0.004
16 H -0.917 -1.976 -0.710  0.001
17 H 0.761 -2.241 1.454  0.000
18 H 1.505 -0.957 1.804  0.000
19 O 1.635 -1.901 1.667  0.002
20 H -0.720 2.011 1.217  0.003
21 H 0.333 2.687 1.941  0.000
22 O -0.557 2.323 2.113  0.056
23 H 2.646 2.793 0.059  0.000
24 H 1.475 2.542 -0.807  0.000
25 O 1.678 2.804 0.089  0.004

(7)
This record from OMol25 describes 4 unconnected molecules or ions with the total composition C4H17NO4. The level of theory is wB97M-V/def2-TZVPD.

Results
**Spin multiplicity**: 2
**Orbital gap (alpha / beta)**: 11.2 / 6.3 eV
**Charge**: +1
**ΔE to the lowest compared entry with this formula, charge and spin**: 47.8 kJ/mol
**Lowest unoccupied orbital energy (alpha / beta)**: -2.965 / -7.904 eV
**Highest occupied orbital energy (alpha / beta)**: -14.20 / -14.16 eV

Each line ends with the Löwdin spin population.
CARTESIAN COORDINATES (ANGSTROEM)
1 C -1.309 0.381 0.650  0.101
2 C -1.258 -0.584 -0.601  0.014
3 C -2.469 -0.298 -1.495  0.010
4 O -1.351 -1.951 -0.188  0.007
5 C -0.405 -0.240 1.688  0.105
6 N 0.934 0.178 1.353  0.671
7 H -1.139 1.383 0.266  0.001
8 H -2.371 0.247 1.002  0.009
9 H -0.280 -0.674 -1.072  0.001
10 H -2.324 -0.832 -2.442  0.003
11 H -2.341 0.716 -1.852  0.000
12 H -3.393 -0.430 -0.926  0.001
13 H -2.263 -2.257 -0.230  0.000
14 H -0.473 0.399 2.654  0.035
15 H -0.730 -1.238 1.908  0.001
16 H 1.030 1.191 1.303  0.012
17 H 1.534 -0.286 0.673  0.018
18 H 3.283 -0.868 0.784  0.000
19 H 2.474 -1.543 1.725  0.002
20 O 3.168 -1.789 1.084  0.007
21 H 3.389 -0.145 -1.734  0.000
22 H 2.705 -1.423 -1.422  0.000
23 O 2.557 -0.469 -1.368  0.002
24 H -0.268 3.983 -0.494  0.000
25 H 0.879 3.179 -1.049  0.000
26 O 0.422 3.371 -0.218  0.000

(8)
This record from OMol25 describes a molecular structure, C4H18AlN8O6. The level of theory is wB97M-V/def2-TZVPD.

Results
**Spin multiplicity**: 1
**Orbital gap**: 7.9 eV
**Charge**: +1
**ΔE to the lowest compared entry with this formula, charge and spin**: 369.7 kJ/mol
**Lowest unoccupied orbital energy**: -2.375 eV
**Highest occupied orbital energy**: -10.29 eV

Each line ends with the natural charge from an NBO analysis.
CARTESIAN COORDINATES (ANGSTROEM)
1 Al 4.030 1.034 -17.570  2.059
2 O 3.173 0.504 -15.619  -1.144
3 H 3.351 -0.450 -15.507  0.424
4 O 3.477 2.276 -19.118  -1.087
5 H 3.106 2.083 -20.000  0.463
6 C 5.466 -0.552 -19.536  0.822
7 O 5.295 -0.009 -18.490  -0.711
8 N 4.664 -0.532 -20.570  -0.786
9 N 6.586 -1.160 -19.877  -0.792
10 H 4.878 -1.214 -21.284  0.400
11 H 3.708 -0.296 -20.347  0.409
12 H 6.739 -1.415 -20.842  0.403
13 H 7.355 -1.237 -19.228  0.415
14 C 5.787 -0.213 -15.712  0.755
15 O 5.527 0.489 -16.653  -0.714
16 N 4.992 -0.564 -14.778  -0.836
17 N 6.907 -0.813 -15.678  -0.810
18 H 5.311 -1.143 -14.014  0.375
19 H 4.105 -0.089 -14.685  0.431
20 H 7.154 -1.526 -15.007  0.403
21 H 7.564 -0.471 -16.365  0.390
22 C 5.365 3.254 -16.342  0.815
23 O 5.136 2.086 -16.483  -0.701
24 N 4.697 4.305 -16.754  -0.797
25 N 6.448 3.629 -15.712  -0.794
26 H 3.988 4.133 -17.452  0.419
27 H 5.063 5.242 -16.661  0.400
28 H 7.057 2.860 -15.475  0.407
29 H 6.778 4.581 -15.789  0.401
30 C 1.329 1.505 -18.119  0.793
31 O 2.135 0.877 -17.448  -0.731
32 N 0.081 1.673 -17.803  -0.782
33 N 1.470 1.726 -19.359  -0.794
34 H -0.548 2.195 -18.397  0.399
35 H -0.217 1.219 -16.951  0.418
36 H 2.406 2.043 -19.571  0.326
37 H 0.655 2.204 -19.715  0.351